--- one ---
Computed, not measured: 2 unconnected molecules or ions with the total composition C3H13N2O, with ωB97M-V/def2-TZVPD.

Calculated values
charge	+1
frontier orbital gap	0.3840	hartree
LUMO energy	-3.19	eV

Last column: Löwdin charge in e.
Positions of all 19 atoms, in Å:
N 1.21918 -0.78218 -0.56489  0.16
C 0.89140 0.28721 -1.48501  -0.15
C -0.66134 0.49193 -1.56125  -0.16
N -1.30335 0.09061 -0.22131  -0.14
C -1.21906 0.98509 0.97554  -0.09
H 0.22144 -1.19322 -0.28484  0.20
H 1.99420 -1.36292 -0.91521  0.19
H 1.33326 -0.25045 0.23913  0.10
H 1.50201 1.17815 -1.34215  0.15
H 0.84048 -0.21694 -2.42012  0.12
H -0.79505 1.50627 -1.86863  0.11
H -1.38643 -0.05815 -2.23136  0.15
H -2.21196 -0.18251 -0.62557  0.11
H -1.92646 1.67790 1.51645  0.10
H -0.62778 1.67071 0.40539  0.05
H -0.70000 0.57914 1.90325  0.08
H 1.48392 -0.89617 2.76488  0.07
H 0.55810 -1.99925 3.27502  0.07
O 0.78744 -1.52523 2.44068  -0.09



--- two ---
Computed, not measured: 2 unconnected molecules or ions with the total composition C3H13N2O, with ωB97M-V/def2-TZVPD.

Calculated values
charge	+1
frontier orbital gap	0.4177	hartree
LUMO energy	-2.96	eV

Last column: Löwdin charge in e.
Positions of all 19 atoms, in Å:
C 0.28329 -0.09523 1.46504  -0.17
C 0.63573 1.07345 0.45862  -0.18
C 0.97116 0.77940 -1.02973  -0.22
N 1.52690 -0.62602 -1.03994  -0.03
N -0.28094 -1.16162 0.63861  0.10
H 1.19936 -0.48186 1.96064  0.14
H -0.56980 0.33896 1.99880  0.13
H 1.49605 1.77392 0.91054  0.16
H -0.28838 1.78829 0.39744  0.13
H 1.69225 1.52071 -1.40409  0.12
H 0.07351 0.79626 -1.65209  0.11
H 2.13741 -0.73328 -0.22604  0.10
H 0.34724 -1.21998 -0.31383  0.11
H 2.00055 -0.79772 -1.99423  0.16
H -0.17253 -2.00658 1.20874  0.16
H -1.22959 -0.89638 0.35011  0.11
H -3.76373 -0.01054 0.08383  0.08
H -3.11034 0.05064 -1.36262  0.04
O -2.94814 -0.09241 -0.44981  -0.04



--- three ---
Computed, not measured: 2 unconnected molecules or ions with the total composition C3H13N2O, with ωB97M-V/def2-TZVPD.

Calculated values
charge	+1
frontier orbital gap	0.3862	hartree
LUMO energy	-3.16	eV

Last column: Löwdin charge in e.
Positions of all 19 atoms, in Å:
N -0.50528 -0.69759 -1.63843  0.18
C -0.46532 -1.54285 -0.39146  -0.11
C 0.63996 -1.09730 0.60091  -0.20
N 0.91640 0.31729 0.43265  -0.13
C 1.16246 1.02463 1.69192  -0.10
H -1.39459 -0.19573 -1.68245  0.13
H 0.20334 0.02726 -1.47226  0.13
H -0.26494 -1.22187 -2.48312  0.18
H -1.42991 -1.49123 0.08974  0.12
H -0.36169 -2.58723 -0.66056  0.13
H 0.14851 -1.33660 1.53567  0.12
H 1.49760 -1.75463 0.52688  0.12
H 1.79864 0.42114 -0.05891  0.12
H 1.18557 2.10661 1.54241  0.08
H 2.11631 0.78694 2.15462  0.09
H 0.41286 0.84343 2.45521  0.08
H -1.29447 2.64186 -0.92019  0.06
H -2.51636 1.85753 -0.51225  0.06
O -1.84908 1.89834 -1.21040  -0.05



Relative calculated energies, zero for the most stable structure, unit hartree: one 0.0937; two 0.0084; three 0.0000.



--- one ---
Computed, not measured: a molecular structure, C24H22Cl5N2O7Re, with ωB97M-V/def2-TZVPD.

Calculated values
charge	+1
2S+1	2
frontier orbital gap (spin up / spin down)	0.2662 / 0.2699	hartree
LUMO energy (spin up / spin down)	-4.75 / -4.65	eV

Last column: Löwdin charge in e.
Positions of all 61 atoms, in Å:
Re -0.15679 -0.27617 0.02470  1.55
O -1.59248 2.05860 2.70622  0.21
C -1.48358 0.96994 2.25721  -0.47
O -0.28868 0.51867 1.71094  -0.22
C -2.54635 -0.10733 2.24793  -0.08
C -1.90074 -1.49773 2.33809  -0.21
C -2.93546 -2.57690 2.62720  -0.07
C -3.68397 -2.68576 1.27350  -0.07
C -2.97292 -1.63303 0.43614  -0.21
O -1.58004 -1.74079 0.91805  -0.22
C -3.34087 -0.21495 0.89430  -0.08
C -2.99354 0.75758 -0.22612  -0.53
O -3.84579 1.40111 -0.77047  0.15
O -1.71719 0.79036 -0.61125  -0.18
H -3.22061 0.09873 3.07487  0.17
H -0.98661 -1.54976 2.91960  0.17
H -3.58084 -2.29149 3.45539  0.13
H -2.44573 -3.51228 2.88887  0.13
H -4.74690 -2.46866 1.35143  0.13
H -3.57163 -3.67344 0.83104  0.13
H -2.99389 -1.79128 -0.63833  0.16
H -4.40794 -0.10914 1.06406  0.17
Cl 6.79276 0.40086 -1.25163  0.74
C 5.08740 0.51628 -1.20558  -0.69
C 4.35951 -0.32313 -0.36665  -0.69
Cl 5.12546 -1.48828 0.62644  0.74
C 2.98186 -0.19752 -0.35222  -0.52
Cl 1.99636 -1.24491 0.64988  0.83
C 2.29469 0.71179 -1.12895  -0.39
O 0.93660 0.81731 -1.07369  -0.26
C 3.02516 1.54325 -1.97098  -0.61
Cl 2.18004 2.67533 -2.93660  0.78
C 4.41553 1.44565 -2.00844  -0.68
Cl 5.30373 2.47261 -3.04456  0.75
C -4.73421 0.12504 -5.64391  -0.06
C -3.38233 -0.08817 -6.30662  -0.19
N -2.32022 -0.39086 -5.33429  -0.05
C -1.29978 0.63805 -5.13330  -0.20
C -1.83973 1.87751 -4.43338  -0.05
C -2.30642 -1.64581 -4.84446  -0.42
O -3.06532 -2.52578 -5.21867  0.08
C -1.34694 -2.03397 -3.73903  -0.07
C -0.87706 -3.34190 -3.71305  0.05
C -0.16969 -3.79677 -2.61029  0.00
C 0.02740 -2.94818 -1.54585  -0.10
N -0.43256 -1.68564 -1.56072  -0.10
C -1.10551 -1.23371 -2.64220  -0.04
H -5.48271 0.36693 -6.39878  0.08
H -4.69550 0.94374 -4.92423  0.07
H -5.05272 -0.78042 -5.12958  0.07
H -3.07190 0.80444 -6.84875  0.12
H -3.43852 -0.91312 -7.01558  0.12
H -0.91542 0.91583 -6.11778  0.13
H -0.45636 0.21515 -4.59152  0.11
H -2.63395 2.34009 -5.01976  0.08
H -1.04333 2.61032 -4.31134  0.07
H -2.24780 1.65301 -3.44516  0.07
H -1.10631 -3.99649 -4.54427  0.14
H 0.20949 -4.80747 -2.56294  0.12
H 0.54968 -3.26611 -0.65423  0.10
H -1.49424 -0.22703 -2.57574  0.11



--- two ---
Computed, not measured: a molecular structure, C24H22Cl5N2O7Re, with ωB97M-V/def2-TZVPD.

Calculated values
charge	+1
2S+1	2
frontier orbital gap (spin up / spin down)	0.2562 / 0.2648	hartree
LUMO energy (spin up / spin down)	-4.74 / -4.51	eV

Last column: Löwdin charge in e.
Positions of all 61 atoms, in Å:
Re 1.12745 0.69257 0.07274  1.57
O 1.80366 -1.61633 3.20128  0.20
C 1.78269 -0.57248 2.64217  -0.47
O 1.97303 -0.48950 1.27702  -0.22
C 1.61287 0.79136 3.28675  -0.08
C 2.55611 1.80636 2.61884  -0.21
C 2.66207 3.08972 3.42770  -0.07
C 1.27852 3.74510 3.18640  -0.07
C 0.60256 2.73175 2.27590  -0.21
O 1.73437 2.23223 1.47820  -0.22
C 0.21072 1.46484 3.04506  -0.08
C -0.81212 0.62158 2.28244  -0.52
O -1.74563 0.12459 2.84558  0.15
O -0.63039 0.47378 0.96260  -0.19
H 1.80969 0.67613 4.34945  0.17
H 3.48893 1.39757 2.24185  0.16
H 2.86545 2.88027 4.47590  0.13
H 3.46822 3.71140 3.04450  0.13
H 0.70689 3.89048 4.10073  0.13
H 1.37366 4.70804 2.68999  0.13
H -0.14867 3.11778 1.59245  0.17
H -0.25400 1.69798 3.99933  0.17
Cl 4.24951 4.46037 -5.12734  0.74
C 3.23212 3.81242 -3.91587  -0.70
C 3.70353 2.79014 -3.09384  -0.70
Cl 5.28485 2.16224 -3.26196  0.75
C 2.85733 2.28657 -2.11907  -0.54
Cl 3.37794 1.00515 -1.05084  0.84
C 1.56574 2.75833 -1.93447  -0.41
O 0.78788 2.24582 -0.96578  -0.27
C 1.10169 3.78404 -2.75337  -0.61
Cl -0.48912 4.36049 -2.51057  0.78
C 1.93365 4.30626 -3.74222  -0.68
Cl 1.35919 5.56112 -4.74778  0.75
C -3.21530 -5.10921 1.10645  -0.06
C -3.74294 -4.62104 -0.23303  -0.19
N -2.97400 -3.48484 -0.75588  -0.05
C -3.64227 -2.18563 -0.79283  -0.20
C -3.90942 -1.60870 0.58747  -0.06
C -1.80177 -3.77747 -1.35266  -0.43
O -1.38795 -4.91210 -1.52459  0.09
C -0.89784 -2.65641 -1.81259  -0.08
C -0.34176 -2.73460 -3.08158  0.05
C 0.58542 -1.78296 -3.47317  0.00
C 0.97779 -0.82444 -2.56766  -0.10
N 0.46971 -0.75690 -1.32131  -0.08
C -0.47201 -1.65542 -0.96257  -0.02
H -3.82079 -5.94105 1.46631  0.08
H -3.24344 -4.31609 1.85434  0.07
H -2.18885 -5.45882 1.00344  0.08
H -4.77907 -4.29289 -0.14967  0.12
H -3.70329 -5.42480 -0.96807  0.12
H -4.58515 -2.31528 -1.33205  0.13
H -3.04617 -1.49728 -1.38928  0.11
H -4.55825 -2.26483 1.16825  0.08
H -4.41056 -0.64457 0.49682  0.09
H -2.99015 -1.45739 1.15251  0.05
H -0.63263 -3.54398 -3.73840  0.14
H 1.02470 -1.79365 -4.45996  0.12
H 1.72423 -0.09015 -2.83120  0.09
H -0.86867 -1.55763 0.03716  0.12



Relative calculated energies, zero for the most stable structure, unit hartree: one 0.0112; two 0.0000.



--- one ---
Computed, not measured: 2 unconnected molecules or ions with the total composition C2H6ClN3, with ωB97M-V/def2-TZVPD.

Calculated values
structure (SMILES)	N=C=NCl.CN
frontier orbital gap	0.3542	hartree
LUMO energy	0.35	eV

Last column: Löwdin charge in e.
Positions of all 12 atoms, in Å:
C 2.75921 -0.61780 -0.92977  -0.44
C -0.37203 0.06894 0.66244  -0.19
N 2.07233 -1.31483 -1.62178  0.20
N -0.07775 0.35713 -0.76332  -0.09
N 3.81642 -0.24957 -0.42856  -0.35
Cl 3.86042 0.42972 1.18496  0.50
H -0.68377 -0.94791 0.73574  0.06
H 0.63027 0.18450 1.25672  0.08
H -1.03863 0.66319 1.16626  0.02
H 1.61391 -1.28561 -2.48140  0.06
H -0.92590 0.06437 -1.21738  0.05
H 0.24573 1.37911 -0.86080  0.11



--- two ---
Computed, not measured: 2 unconnected molecules or ions with the total composition C2H6ClN3, with ωB97M-V/def2-TZVPD.

Calculated values
frontier orbital gap (spin up / spin down)	0.2982 / 0.2982	hartree
LUMO energy (spin up / spin down)	0.41 / 0.41	eV

Last column: Löwdin charge in e.
Positions of all 12 atoms, in Å:
C 0.27414 0.64607 0.20627  -0.20
C -1.37016 0.31400 -1.56218  -0.07
N -0.22874 0.87573 -0.87618  0.06
N 1.15766 1.00979 1.13017  0.07
N 0.28056 -1.66417 0.79546  -0.57
Cl 1.38662 -1.67018 2.08519  0.46
H -2.33758 0.46445 -1.18684  0.07
H -1.11853 -0.74360 -1.68102  0.09
H -1.35264 0.93374 -2.39577  0.05
H 0.96322 1.52542 1.96026  0.10
H 1.67711 0.18203 1.67240  -0.01
H 0.66834 -1.87327 -0.14778  -0.04



Relative calculated energies, zero for the most stable structure, unit hartree: one 0.0000; two 0.0600.